No. 1
The following is a DFT calculation (the ωB97M-V functional and the def2-TZVPD basis) of one molecule with the formula C4H3N3O2.

SMILES string	[H]/N=C1/N=CC(C(=O)O)=N1
LUMO level	-0.0732	Eh
calculated total energy	-12760.7050	eV
ΔE to the lowest compared entry with this formula, charge and spin	1.9	kcal per mole

CARTESIAN COORDINATES (ANGSTROEM)
C -1.66249 -0.15293 -0.00390
H 1.51614 -1.69832 -0.31528
C -0.35629 1.50290 -0.07997
H -0.00916 2.54891 -0.18713
O 2.81457 0.88196 0.24958
N -2.72620 -0.80289 0.22417
O 2.34621 -1.26020 -0.11149
H -2.44431 -1.75683 0.36498
N -0.37760 -0.72059 -0.10116
C 0.47472 0.22916 -0.02411
C 2.02656 0.01055 0.07253
N -1.60215 1.21826 -0.08822



No. 2
The following is a DFT calculation (the ωB97M-V functional and the def2-TZVPD basis) of a 2-piece molecular cluster, C2H3NOS overall.

multiplicity	3
LUMO level (spin up / spin down)	-0.0335 / -0.0245	Eh
calculated total energy	-16490.8006	eV
ΔE to the lowest compared entry with this formula, charge and spin	52.6	kcal per mole

CARTESIAN COORDINATES (ANGSTROEM)
S -0.69216 2.58353 0.96672
H 1.07093 -1.57019 -1.06514
C -0.52522 -0.37708 -0.20813
C 0.92013 -0.66544 -0.33991
O -1.47216 -0.99280 0.17781
H 1.04128 -0.84218 0.78919
H 1.42053 0.14645 -0.75517
N -1.76332 1.71771 0.43463



No. 3
The following is a DFT calculation (the ωB97M-V functional and the def2-TZVPD basis) of one molecule with the formula CH4N2S2.

SMILES string	NC(=S)NS
LUMO level	0.0072	Eh
calculated total energy	-25751.3905	eV
ΔE to the lowest compared entry with this formula, charge and spin	25.4	kcal per mole

CARTESIAN COORDINATES (ANGSTROEM)
N 0.55724 1.13464 0.00128
H 1.26740 1.88839 -0.43747
S -1.88441 -0.62955 -0.26228
H -2.43496 0.24190 0.93484
S 2.43468 -0.81406 -0.15302
H -0.41660 1.28032 -0.35718
N -0.28823 -1.00578 0.24719
H -0.09937 -1.97274 0.01904
C 0.86426 -0.12313 0.00761



No. 4
The following is a DFT calculation (the ωB97M-V functional and the def2-TZVPD basis) of a 7-piece molecular cluster, C36H73FO8P overall.

LUMO level	-0.0875	Eh
calculated total energy	-66896.5151	eV
net charge	+1

CARTESIAN COORDINATES (ANGSTROEM)
C -1.32895 2.83146 -1.38590
H -5.56454 -0.51654 -0.12170
H -5.18587 -2.29163 2.06859
H 8.30656 2.90857 -1.98941
C -7.18305 1.36514 1.21258
H -4.95346 1.10770 -0.49450
H -1.08868 1.20466 3.66661
H 0.68176 -0.61944 0.25934
H -7.17790 2.15950 0.46568
C 3.13614 -0.02124 -3.03331
H 7.69052 1.33626 0.10227
H -7.61584 1.74026 2.13833
H -3.78624 -4.35694 -0.80510
P 7.25325 -0.32962 -3.57657
H -0.98118 -5.30076 6.04311
H -3.64848 -2.76606 1.31093
H 0.04294 -1.11145 -2.64082
H 5.24830 -1.31676 -4.26437
H 0.37255 1.02979 -2.11609
H 2.04293 -2.89919 -1.55304
H 0.34922 -6.42660 6.39405
H 2.19083 -3.83275 8.49116
C -6.00779 5.64270 1.05537
H 3.02702 0.46458 -4.00898
H 5.26308 0.37682 -4.72033
H 7.46623 1.94427 -4.08758
C -10.20858 0.88316 -1.73184
H 7.44670 -1.16297 -2.47786
H 4.90228 0.94595 -2.21740
H -12.17467 0.15646 -1.28289
C 8.33181 1.14034 -0.76058
H -7.26487 7.31285 0.62211
H -4.56635 -3.94572 2.26476
H -1.99429 -1.48313 5.11025
H 7.69907 -2.09126 -5.11378
C -2.75961 3.27841 -1.46665
C -0.27160 -5.62637 6.79982
H 11.44077 0.84835 0.78976
C 0.59303 -4.46321 7.22158
H 10.67444 -0.40256 -0.21274
H 2.38304 -1.28046 -0.93751
O -0.72754 -1.53248 2.29510
O -1.22319 1.56074 -0.94054
H 2.32773 -5.51140 7.92079
C -1.10315 -0.89708 3.25720
C 7.78451 1.94881 -1.94295
H -0.56675 -2.43233 4.64992
C -11.14864 -0.21441 -1.29837
H 4.79123 -0.80785 -1.92248
C -5.78040 0.89559 1.47272
H -6.10398 4.35920 2.77505
C 7.94964 1.31047 -3.33626
H 9.78184 2.46572 0.14824
F 9.10700 0.34361 -6.59207
H 6.73100 2.19109 -1.78738
C -5.39665 -3.51606 0.33177
H 3.34925 -2.16664 -3.27004
C -4.78958 -4.63588 -0.47828
O -0.35990 3.49980 -1.69053
H -0.18846 -2.42336 -1.47595
C -6.85767 6.80734 1.49414
C 5.49259 -0.31014 -3.89995
O -9.30822 1.26415 -1.02113
O -6.42241 -2.97300 -0.00467
H -3.08307 3.21670 -2.50663
C 0.00101 -0.48133 -0.57942
C 1.87651 -1.83711 -1.73282
H 9.11278 -0.94592 1.41887
C -10.44692 1.48127 -3.09662
H -3.38842 2.64402 -0.84510
H -5.41134 -4.83809 -1.34688
C -4.65214 -3.10258 1.57764
H -0.81508 -6.01970 7.66010
H -7.67545 6.45516 2.12443
H -10.87473 -0.56136 -0.30528
H -1.70796 0.77172 2.05705
H 0.80813 1.54641 -0.49922
H -4.78860 4.01271 1.63521
H 10.34826 1.64977 -1.32441
H 2.60899 0.59471 -2.30395
C 2.55121 -1.44193 -3.06641
H 1.16260 -5.10499 9.18608
H -4.71213 -5.53834 0.12999
H -6.25766 7.51004 2.07420
C 1.63803 -4.74295 8.27335
H -2.84483 4.30675 -1.11819
C 4.63411 -0.01479 -2.66209
C 9.77289 1.52052 -0.40008
H 9.17654 -1.11182 -4.77523
O -5.26758 0.95042 2.56998
H -2.70371 0.51176 3.50777
H 7.60830 -0.91352 -7.09226
H 7.15523 0.52631 -6.17147
H -9.70916 2.25584 -3.29033
C -1.68917 0.48525 3.10693
H -4.66874 5.40727 2.72793
C 8.10494 -1.08940 -4.97307
H 1.83155 -1.53686 -3.88116
C -5.34984 4.80512 2.12447
O 0.45333 -3.36286 6.74164
H -11.44752 1.91335 -3.14593
H -10.37141 0.70748 -3.86214
H -7.79059 0.54549 0.83592
H -11.09739 -1.04882 -1.99937
C -1.00140 -1.43904 4.65855
C 7.90357 -0.26512 -6.26583
C 0.07276 0.97059 -1.06525
O -5.84240 5.36060 -0.10918
H 10.32903 -0.28716 2.48413
C 10.48440 0.45288 0.44395
H -1.00733 -0.66167 -0.21196
H 9.00819 1.24679 -3.61053
H 8.95412 0.71190 2.00638
C 9.66790 -0.03418 1.65365
H -0.37786 -0.78712 5.27150
C -5.03170 0.34621 0.28312
C 0.36822 -1.50445 -1.67244
H 8.29610 0.05966 -0.92955
H -4.03341 0.04590 0.58833



No. 5
The following is a DFT calculation (the ωB97M-V functional and the def2-TZVPD basis) of one molecule with the formula C5H8OS2.

SMILES string	CC1SCC(=O)CS1
LUMO level	0.0227	Eh
calculated total energy	-29031.9447	eV
ΔE to the lowest compared entry with this formula, charge and spin	17.0	kcal per mole

CARTESIAN COORDINATES (ANGSTROEM)
C 1.75775 0.05696 0.20325
H -2.27433 -0.04791 -0.88961
C -2.16502 -0.29227 1.14079
H -2.73142 -1.22105 1.00689
S -0.43033 -1.41390 -0.71279
C 0.99844 -1.21556 0.46007
H -2.79117 0.52095 1.55570
C 0.97711 1.36839 0.13943
O 2.95381 -0.00338 0.14776
S -0.77957 1.51516 -0.38822
H -1.41177 -0.46122 1.91694
H 0.53846 -1.18519 1.44520
H 1.15436 1.68365 1.18458
C -1.55380 -0.05895 -0.19722
H 1.66118 -2.05257 0.27670
H 1.49563 2.01873 -0.54030



No. 6
The following is a DFT calculation (the ωB97M-V functional and the def2-TZVPD basis) of a 4-piece molecular cluster, C41H82N2O13P3Si overall.

LUMO level	-0.1612	Eh
calculated total energy	-109179.7961	eV
net charge	+1

CARTESIAN COORDINATES (ANGSTROEM)
H -4.46743 -4.81972 1.90409
H 1.47907 -3.82306 0.39571
H 5.53222 -6.43029 -2.08686
H -6.83853 -8.77875 4.17321
H -0.58970 2.34832 -0.80079
H -0.37951 -5.00331 3.06978
C -5.64236 4.82551 -1.24182
C -2.94094 5.61406 -3.17346
C 0.58804 -1.06406 2.11792
H -3.83093 -4.48180 5.29282
C -3.10798 6.08592 -5.86097
H -3.14261 0.21971 -2.05501
C 2.06280 -3.69543 1.31396
H 5.40580 -5.61341 1.79893
O 6.90215 -7.04019 1.60222
P 0.34047 5.10311 -0.45521
H 2.91958 -4.38201 1.28762
N 2.47877 10.61529 -1.32299
H -0.62584 -0.08561 -1.83341
C 2.83239 -0.63367 4.93030
C -6.03395 -7.03415 5.10703
H 2.33755 3.39052 -0.84065
H 3.19701 10.25029 -4.58503
H 6.62674 -6.74185 -0.74601
H -1.49185 9.53626 -0.29570
O 6.30265 -9.36289 -0.72304
H -1.07894 0.81370 -3.30604
C -0.66888 9.49731 -1.00256
H -0.43832 2.84005 -2.46375
C -3.36467 -5.40742 4.93822
H 4.86624 -8.82691 -2.12370
O -3.73429 -5.67877 3.59261
H -0.38872 -4.54879 1.35750
H 3.29096 5.54912 -4.44510
C -3.76205 -6.55272 5.84309
C 0.23737 -4.92139 2.17629
C 1.27592 1.68599 -1.72481
H 3.42071 -1.40828 5.41781
H 1.45407 1.20720 -0.76018
H -2.85129 3.17413 -1.70679
H 1.21023 9.82120 1.21392
H -5.05366 1.91717 -1.69906
C -1.93771 6.35649 -3.78786
H 1.57200 8.18161 1.75625
H -6.29461 4.18946 -0.64600
H 1.68691 0.49244 3.10120
C -6.88574 4.01719 -3.89730
H -7.22732 5.04109 -4.04457
H 6.18615 -11.17769 -1.72350
H -7.03363 -6.83828 5.50185
H 0.79980 5.11305 1.67048
H 5.32993 -7.01494 2.90386
C 2.11248 8.13832 -2.65607
H -1.23622 7.14542 -5.64921
H -6.70333 3.56590 -4.87191
H 0.05666 -1.98719 2.35260
H -1.30989 6.27209 0.28559
C 1.97698 3.83297 -2.97368
H -4.11980 -10.23753 5.38493
H -1.10236 9.12524 -1.93379
H -2.50962 1.14008 -0.66023
H 3.31493 -2.15144 0.60338
C -5.96488 -8.50980 4.78202
H -2.56968 2.52370 -3.32556
H -2.86835 5.44905 -2.10746
H -3.33159 -10.19452 3.79804
H -3.28042 -6.38159 6.80889
H -3.17485 6.29329 -6.92133
H -3.39128 -7.50506 5.46121
H -4.83900 -3.94156 3.39923
O -1.20037 5.66355 -0.46215
O 1.58948 -1.27945 1.13390
H 2.60559 9.03250 0.54339
H 3.38883 7.98888 -4.34620
H 1.49724 0.92972 -2.47736
C 1.33002 6.07072 -1.74931
H 1.03855 3.59536 -3.47485
H -4.96204 -10.88404 3.94330
H 6.56457 -8.49953 -2.55776
O 4.57800 -6.85744 -0.37990
H -0.24496 10.47726 -1.19546
C 1.07696 -0.37734 3.37473
H -5.91672 -6.42830 4.20727
O 1.10779 5.60620 0.90026
H -3.18652 -3.88499 2.71215
O 0.95714 10.48936 -3.53221
H 2.75545 3.65822 -3.71086
H 2.41228 0.02879 5.69582
H -6.09233 5.80913 -1.36153
O -4.79844 -8.81698 4.03486
C -0.20655 2.03160 -1.76787
O 1.81291 -1.26847 4.19164
C 2.57312 -2.27476 1.39613
H 8.78762 -6.30181 1.52205
H 7.86981 -5.80969 2.96296
C -4.06961 -4.51675 2.87112
H 3.49383 -0.05620 4.27347
C 2.25192 2.87828 -1.79393
H 6.09436 -11.22416 0.04958
H 3.59536 -7.25944 1.31735
C -3.07215 2.33931 -2.37526
N 1.40546 7.44616 -1.72176
C 5.83453 -8.48985 -1.73706
P 0.46683 8.21612 -0.36989
H -4.83915 1.68690 -3.47246
C 5.78851 -10.67161 -0.83689
H 3.23653 2.43676 -1.95386
H 3.08108 -2.09286 2.34404
Si -5.28568 4.03364 -2.91235
H 4.69347 -10.66204 -0.87946
H 0.30427 9.79181 -3.67356
H 4.79266 -8.47895 0.90989
O 3.47393 10.25234 -3.65632
H 0.63084 -5.91255 1.92712
H -7.65924 3.46943 -3.36369
C 5.70234 -7.07429 -1.22047
H -0.13037 -0.39060 1.64054
C 1.98726 5.34007 -2.74822
C 4.60805 -7.40428 0.93173
P 2.23078 9.98163 -2.69882
H -5.99331 -9.08745 5.71242
C -4.58787 2.30201 -2.60777
C -4.10787 5.34231 -5.24256
H 7.51748 -5.07356 1.37155
C -4.28765 -10.10254 4.31054
C 7.80749 -5.99819 1.88500
C -1.07431 0.83192 -2.21416
C 5.55410 -6.69689 1.87669
O -5.14903 -6.61635 6.13597
C -4.02756 5.07635 -3.87123
C -2.51025 1.05295 -1.74783
H -2.27248 -5.29217 4.96867
C 2.80328 7.43879 -3.63057
O 1.28610 -4.01824 2.45624
H -4.94650 4.96827 -5.81093
C -2.02031 6.58356 -5.16024
H 1.75925 11.29498 -1.10160
H -1.10757 6.72225 -3.19489
C 1.59882 8.85019 0.90503
C 2.74026 6.06229 -3.67101
H 0.20533 -0.03482 3.95045
H -4.72454 4.95869 -0.66476